# 1
Below is C46H122FLiO16Zn as an isolated structure at a distorted geometry, with properties calculated with wB97M-V/def2-TZVPD.

```
187
C46H122FLiO16Zn, DFT wB97M-V/def2-TZVPD
Li 4.780 3.202 1.339
Zn 1.265 3.622 0.067
F 2.915 3.974 1.206
C -2.260 6.275 -0.017
C -0.776 6.314 -0.365
O -0.044 5.107 -0.092
H -2.529 6.122 1.028
H -2.744 5.495 -0.607
H -2.712 7.239 -0.248
H -0.278 7.159 0.110
H -0.607 6.774 -1.338
C -0.118 -0.422 -0.084
C 0.482 0.647 -0.924
O 1.365 1.508 -0.254
H -0.701 -1.036 -0.771
H -0.873 -0.091 0.628
H 0.582 -1.080 0.431
H -0.272 1.101 -1.568
H 1.068 0.219 -1.737
C 2.558 -3.595 -1.493
C 2.743 -4.323 -2.807
C 1.518 -4.585 -3.650
O 3.749 -3.599 -3.415
H 3.458 -3.759 -0.901
H 1.746 -4.067 -0.940
H 2.327 -2.539 -1.633
H 3.130 -5.312 -2.561
H 1.116 -3.806 -4.298
H 0.691 -4.773 -2.966
H 1.608 -5.487 -4.256
H 3.942 -3.937 -4.293
C -4.298 2.609 1.558
C -4.884 1.339 1.082
C -6.351 1.205 1.310
O -4.565 1.196 -0.315
H -4.637 3.524 1.073
H -3.218 2.567 1.412
H -4.454 2.958 2.579
H -4.384 0.496 1.559
H -6.484 0.986 2.369
H -6.823 0.394 0.755
H -6.894 2.100 1.009
H -3.612 1.160 -0.425
C 2.465 -5.452 4.425
C 3.363 -5.330 3.189
C 3.754 -3.914 2.897
O 4.605 -6.028 3.243
H 2.203 -6.487 4.643
H 1.478 -4.997 4.345
H 2.921 -4.912 5.255
H 2.823 -5.580 2.276
H 4.524 -3.511 3.556
H 2.898 -3.239 2.885
H 4.120 -4.015 1.876
H 4.375 -6.908 2.937
C -1.474 -1.681 -3.774
C -2.076 -0.540 -4.607
C -1.063 0.337 -5.341
O -2.928 -1.155 -5.497
H -0.671 -2.226 -4.268
H -2.227 -2.402 -3.455
H -0.827 -1.403 -2.942
H -2.712 0.095 -3.990
H -1.595 1.064 -5.955
H -0.459 -0.264 -6.020
H -0.454 0.941 -4.669
H -3.273 -1.912 -5.017
C 2.793 4.867 -3.971
C 1.563 4.435 -3.150
C 0.900 3.250 -3.853
O 2.099 3.861 -1.982
H 3.255 5.699 -3.440
H 2.520 5.335 -4.917
H 3.539 4.080 -4.078
H 0.888 5.252 -2.894
H 0.415 3.474 -4.803
H 0.141 2.670 -3.328
H 1.597 2.443 -4.078
H 2.656 3.177 -2.363
C 0.419 -1.936 7.680
C 0.105 -1.278 6.359
C 0.141 -2.237 5.169
O -1.179 -0.656 6.440
H 0.009 -2.945 7.647
H 0.037 -1.408 8.554
H 1.493 -2.024 7.838
H 0.748 -0.411 6.205
H 1.145 -2.477 4.819
H -0.265 -1.722 4.299
H -0.458 -3.144 5.252
H -1.005 0.106 6.998
C 0.095 1.549 3.666
C -0.326 3.017 3.332
C 0.468 4.171 4.015
O -0.183 3.211 1.934
H 0.029 1.388 4.742
H 1.141 1.400 3.395
H -0.387 0.665 3.248
H -1.347 3.105 3.703
H 0.577 3.895 5.064
H 0.153 5.212 3.937
H 1.484 4.232 3.626
H -0.369 4.136 1.759
C 4.199 -0.927 0.662
C 4.089 0.008 1.868
C 5.444 -0.054 2.720
O 3.992 1.339 1.469
H 3.252 -1.004 0.128
H 4.465 -1.926 1.009
H 4.963 -0.454 0.045
H 3.184 -0.297 2.396
H 6.265 0.595 2.414
H 5.840 -1.068 2.766
H 5.245 0.073 3.784
H 3.234 1.489 0.900
C -2.724 3.514 -3.171
C -4.020 4.122 -3.660
C -5.131 3.076 -3.624
O -4.430 5.130 -2.711
H -2.282 2.823 -3.890
H -2.829 2.890 -2.284
H -1.971 4.273 -2.960
H -3.899 4.535 -4.662
H -6.124 3.445 -3.884
H -5.365 2.926 -2.571
H -4.880 2.225 -4.257
H -3.631 5.561 -2.400
C -2.867 -4.150 1.334
C -1.839 -4.926 2.280
C -1.315 -6.112 1.483
O -0.782 -4.088 2.522
H -2.410 -3.747 0.430
H -3.349 -3.298 1.814
H -3.598 -4.882 0.992
H -2.428 -5.302 3.117
H -0.630 -6.781 2.003
H -0.728 -5.723 0.651
H -2.208 -6.699 1.265
H -1.080 -3.258 2.901
C 6.056 4.976 -0.907
C 5.815 3.637 -1.529
C 7.138 3.078 -2.052
O 5.203 2.781 -0.590
H 6.655 4.914 0.001
H 5.111 5.492 -0.733
H 6.688 5.600 -1.539
H 5.042 3.629 -2.297
H 7.037 2.066 -2.445
H 7.904 3.026 -1.279
H 7.525 3.782 -2.789
H 4.907 2.063 -1.155
C -4.101 -0.066 4.679
C -4.487 -1.474 5.186
C -5.443 -2.347 4.343
O -3.307 -2.158 5.082
H -3.050 0.152 4.864
H -4.775 0.572 5.251
H -4.279 0.125 3.621
H -4.707 -1.513 6.252
H -4.907 -2.728 3.473
H -6.290 -1.823 3.902
H -5.927 -3.046 5.026
H -2.673 -1.590 5.525
C 2.665 -0.124 -4.591
C 3.739 0.146 -3.572
C 5.029 0.783 -4.282
O 3.315 1.181 -2.698
H 2.574 -1.197 -4.764
H 2.560 0.590 -5.408
H 1.711 0.014 -4.083
H 3.959 -0.819 -3.116
H 5.220 0.417 -5.290
H 5.960 0.458 -3.816
H 5.091 1.869 -4.352
H 2.573 0.849 -2.187
C -4.747 -2.554 -2.011
C -4.451 -3.837 -2.852
C -5.695 -4.792 -2.932
O -4.219 -3.456 -4.242
H -5.829 -2.481 -1.901
H -4.342 -1.653 -2.472
H -4.358 -2.702 -1.003
H -3.716 -4.499 -2.395
H -6.691 -4.400 -3.138
H -5.802 -5.324 -1.986
H -5.508 -5.700 -3.506
H -5.009 -2.999 -4.540
```

## Properties
Orbital gap, eV: 7.73
Energy above the lowest of the compared OMol25 structures with the same formula, charge and spin, kcal per mole: 7.4
LUMO, eV: -0.1



# 2
Below is a 2-piece molecular cluster, CHF2NO2S overall at a distorted geometry, with properties calculated with wB97M-V/def2-TZVPD.

```
8
CHF2NO2S, DFT wB97M-V/def2-TZVPD
C -2.682 0.497 -0.412
N -0.219 0.388 0.123
O -3.172 1.452 0.086
O -1.093 -3.007 -0.337
F -2.899 0.163 -1.653
F -1.911 -0.073 1.954
S -1.346 -0.523 0.430
H 0.822 0.417 0.201
```

## Properties
Multiplicity: 3
Orbital gap (alpha / beta), eV: 10.26 / 7.90
Energy above the lowest of the compared OMol25 structures with the same formula, charge and spin, kcal per mole: 61.4
<S²>: 2.01
LUMO (alpha / beta), eV: 0.2 / -2.3



# 3
Below is a 2-piece molecular cluster, C3H11NO2Si overall at a distorted geometry, with properties calculated with wB97M-V/def2-TZVPD.

```
18
C3H11NO2Si, DFT wB97M-V/def2-TZVPD
C -0.773 1.247 -2.172
Si -0.678 0.454 -0.464
C -1.590 1.453 0.896
O -1.365 -1.005 -0.531
O 0.929 0.583 0.060
H -1.873 1.262 -2.493
H -0.468 2.325 -2.028
H -0.070 0.656 -2.953
H -2.730 1.365 0.908
H -1.160 1.225 1.883
H -1.172 2.468 0.723
H -0.871 -1.785 -0.809
H 1.746 0.284 -0.352
C 1.855 -2.118 1.795
N 2.642 -2.609 1.000
H 1.235 -1.240 1.537
H 1.913 -2.335 2.891
H 2.431 -2.231 0.110
```

## Properties
Orbital gap, eV: 10.40
Energy above the lowest of the compared OMol25 structures with the same formula, charge and spin, kcal per mole: 37.2
SMILES string: C[Si](C)(O)O.C=N
LUMO, eV: 0.3



# 4
Below is one molecule with the formula C20H16FN5O3 at a distorted geometry, with properties calculated with wB97M-V/def2-TZVPD.

```
45
C20H16FN5O3, DFT wB97M-V/def2-TZVPD
O -4.523 -1.564 -1.213
C -3.456 -1.593 -0.665
C -2.197 -2.186 -1.287
N -0.993 -1.612 -0.729
C -0.751 -0.293 -0.910
N 0.235 0.380 -0.426
C 1.071 -0.375 0.323
C 0.929 -1.740 0.608
N 1.968 -2.096 1.403
N 2.699 -1.078 1.603
N 2.192 -0.008 0.969
C 2.843 1.277 0.962
C 4.217 1.162 0.354
C 5.368 1.411 1.087
C 6.619 1.277 0.510
C 6.739 0.880 -0.811
C 5.606 0.618 -1.562
C 4.367 0.762 -0.969
F 3.262 0.507 -1.704
C -0.185 -2.474 0.072
O -0.484 -3.635 0.206
O -3.206 -1.127 0.555
C -4.286 -0.467 1.225
C -4.465 0.931 0.693
C -3.363 1.772 0.597
C -3.502 3.048 0.081
C -4.744 3.495 -0.336
C -5.845 2.661 -0.240
C -5.706 1.381 0.267
H -2.240 -2.054 -2.371
H -2.168 -3.260 -1.057
H -1.462 0.244 -1.524
H 2.920 1.645 1.989
H 2.206 1.943 0.372
H 5.279 1.711 2.120
H 7.502 1.477 1.096
H 7.714 0.771 -1.260
H 5.668 0.304 -2.591
H -5.202 -1.050 1.095
H -3.994 -0.457 2.279
H -2.394 1.419 0.920
H -2.638 3.691 0.004
H -4.853 4.492 -0.738
H -6.814 3.005 -0.569
H -6.563 0.726 0.326
```

## Properties
Orbital gap, eV: 9.69
Energy above the lowest of the compared OMol25 structures with the same formula, charge and spin, kcal per mole: 0.1
SMILES string: O=C(Cn1cnc2c(nnn2Cc2ccccc2F)c1=O)OCc1ccccc1
LUMO, eV: 0.5



# 5
Below is C16H14BeF6N2O5S2 as an isolated structure, with properties calculated with wB97M-V/def2-TZVPD.

```
46
C16H14BeF6N2O5S2, DFT wB97M-V/def2-TZVPD
Be -0.549 0.629 -0.511
F 5.792 2.227 0.197
C 4.466 2.284 0.148
C 3.721 1.119 0.167
F 4.326 -0.062 0.242
C 2.350 1.214 0.111
F 1.606 0.084 0.104
C 1.678 2.416 0.041
S -0.074 2.465 -0.028
C 2.445 3.568 0.033
F 1.858 4.763 -0.024
C 3.826 3.508 0.076
F 4.545 4.625 0.048
F -5.084 2.584 2.120
C -4.798 2.423 0.826
C -4.586 1.210 0.321
N -4.297 1.009 -1.015
C -4.071 -0.318 -1.547
C -2.602 -0.697 -1.662
O -2.258 -1.667 -2.283
O -1.794 0.112 -1.005
C -4.186 2.069 -1.898
O -3.898 1.916 -3.066
N -4.429 3.305 -1.333
C -4.763 3.617 -0.012
O -4.990 4.747 0.340
H -4.645 0.332 0.950
H -4.490 -0.390 -2.546
H -4.565 -1.050 -0.911
H -4.367 4.087 -1.968
C -0.603 -4.451 -1.901
C -0.441 -4.122 -0.424
S 0.271 -2.462 -0.213
O 1.615 -2.531 -0.848
C 0.486 -2.560 1.590
C -0.838 -2.326 2.317
H -0.814 -5.514 -2.020
H 0.322 -4.225 -2.432
H -1.409 -3.877 -2.353
H 0.287 -4.785 0.048
H -1.389 -4.148 0.117
H 1.208 -1.777 1.820
H 0.930 -3.527 1.825
H -1.333 -1.423 1.950
H -0.670 -2.200 3.387
H -1.524 -3.164 2.188
```

## Properties
Orbital gap, eV: 9.05
Energy above the lowest of the compared OMol25 structures with the same formula, charge and spin, kcal per mole: 35.9
LUMO, eV: -0.1



# 6
Below is one molecule with the formula C3H3N3O2 at a distorted geometry, with properties calculated with wB97M-V/def2-TZVPD.

```
11
C3H3N3O2, DFT wB97M-V/def2-TZVPD
O 2.071 -0.713 -0.689
N 1.740 0.464 -0.235
C 0.553 0.636 0.039
C -0.330 -0.500 -0.223
C -1.683 -0.281 0.032
O -2.104 0.537 0.947
N -1.173 1.619 1.308
N 0.014 1.800 0.717
H 3.193 -0.924 -0.712
H 0.071 -1.370 -0.945
H -2.353 -1.269 -0.239
```

## Properties
Orbital gap, eV: 8.01
Energy above the lowest of the compared OMol25 structures with the same formula, charge and spin, kcal per mole: 198.0
SMILES string: O/N=c1\cconn1
LUMO, eV: -0.7



# 7
Below is an isolated ion of composition C3H8N7 and charge +1 at a distorted geometry, with properties calculated with wB97M-V/def2-TZVPD.

```
18
C3H8N7, DFT wB97M-V/def2-TZVPD
N 1.602 0.364 1.476
C 0.553 0.127 0.713
N 0.419 0.220 -0.575
N 1.651 0.324 -1.523
N -0.546 -0.081 1.392
C -1.763 -0.258 0.975
N -2.300 -0.874 -0.111
C -3.685 -0.859 0.079
N -3.942 -0.431 1.250
N -2.846 0.112 1.704
H 1.479 0.378 2.540
H 2.214 1.093 1.270
H 1.154 0.908 -2.134
H 2.495 0.786 -1.218
H 2.019 -0.597 -1.871
H -1.942 -1.074 -1.048
H -4.390 -1.403 -0.466
H -2.718 0.581 2.590
```

## Properties
Total charge: +1
Orbital gap, eV: 9.04
Energy above the lowest of the compared OMol25 structures with the same formula, charge and spin, kcal per mole: 0.0
SMILES string: NC(=N\[NH3+])/N=c1\[nH]cn[nH]1
LUMO, eV: -3.3



# 8
Below is C24H28ClN2O5Pd as an isolated structure, with properties calculated with wB97M-V/def2-TZVPD.

```
61
C24H28ClN2O5Pd, DFT wB97M-V/def2-TZVPD
Pd -1.121 -0.168 0.233
O -1.871 -2.605 -0.669
C -0.736 -3.126 -1.347
C 0.508 -2.708 -0.620
C 1.552 -3.613 -0.474
C 2.717 -3.220 0.155
C 2.803 -1.923 0.635
C 1.722 -1.085 0.458
N 0.590 -1.452 -0.163
H -2.581 -2.511 -1.311
H -0.683 -2.738 -2.368
H -0.779 -4.216 -1.386
H 1.435 -4.617 -0.856
H 3.539 -3.912 0.277
H 3.687 -1.557 1.136
H 1.769 -0.069 0.817
O -2.239 1.542 0.900
C -2.424 1.866 2.289
C -1.148 2.282 2.999
C 0.016 1.290 2.864
C -0.360 -0.113 3.253
C -0.198 -0.577 4.552
C -0.608 -1.859 4.874
C -1.176 -2.653 3.889
C -1.305 -2.130 2.617
N -0.904 -0.892 2.303
H -1.945 2.293 0.362
H -2.843 0.962 2.728
H -3.173 2.654 2.359
H -1.403 2.413 4.054
H -0.820 3.259 2.637
H 0.845 1.636 3.482
H 0.363 1.286 1.828
H 0.248 0.067 5.298
H -0.486 -2.234 5.881
H -1.513 -3.658 4.097
H -1.733 -2.706 1.807
Cl 4.834 3.788 -1.932
C 3.560 2.660 -2.241
C 3.453 2.070 -3.491
C 2.432 1.164 -3.720
C 1.503 0.863 -2.724
C 1.633 1.462 -1.479
C 2.661 2.354 -1.231
C 0.485 -0.167 -3.105
O 0.732 -0.988 -3.945
O -0.760 -0.249 -2.555
H 4.164 2.315 -4.267
H 2.343 0.678 -4.681
H 0.933 1.237 -0.692
H 2.769 2.821 -0.261
C -1.246 2.629 -2.823
O -1.131 1.904 -1.583
C -1.457 0.543 -1.595
C -2.935 0.347 -1.903
H -1.957 3.442 -2.690
H -1.581 1.982 -3.632
H -0.266 3.031 -3.072
H -3.170 0.760 -2.885
H -3.544 0.852 -1.156
H -3.199 -0.706 -1.923
```

## Properties
Total charge: +1
Orbital gap, eV: 9.06
Energy above the lowest of the compared OMol25 structures with the same formula, charge and spin, kcal per mole: 6.8
LUMO, eV: -2.5



# 9
Below is a 2-piece molecular cluster, C15H20ClF4N4O2 overall at a distorted geometry, with properties calculated with wB97M-V/def2-TZVPD.

```
46
C15H20ClF4N4O2, DFT wB97M-V/def2-TZVPD
C 0.487 -4.020 -1.648
C -0.751 -3.629 -2.231
C -0.743 -2.350 -3.203
N -0.579 -1.175 -2.305
C -1.014 0.062 -2.909
N -2.328 0.293 -3.534
C -3.302 0.807 -2.571
F -2.898 2.057 -2.103
F -4.481 1.043 -3.309
C -3.712 -0.187 -1.402
F -3.097 0.127 -0.169
F -3.525 -1.535 -1.706
N -0.230 1.119 -2.889
C 1.130 1.152 -2.284
C 1.172 0.849 -0.720
C 2.429 0.006 -0.246
Cl 2.744 -1.491 -1.270
H 1.344 -4.336 -2.312
H 0.673 -3.969 -0.527
H -1.744 -4.126 -2.031
H 0.084 -2.469 -3.973
H -1.724 -2.392 -3.769
H -1.078 -1.393 -1.432
H -2.659 -0.537 -4.035
H -4.827 -0.047 -1.219
H -0.572 1.997 -3.313
H 1.538 2.210 -2.420
H 1.801 0.488 -2.910
H 1.202 1.844 -0.158
H 0.208 0.325 -0.420
H 3.382 0.619 -0.143
H 2.206 -0.383 0.806
C 1.521 2.652 5.834
C 0.342 2.579 5.099
C 0.212 1.639 4.084
C 1.270 0.773 3.818
C 2.455 0.845 4.544
C 2.577 1.790 5.555
N 1.128 -0.234 2.768
O 0.084 -0.259 2.136
O 2.063 -1.000 2.581
H 1.617 3.383 6.629
H -0.477 3.254 5.320
H -0.711 1.592 3.519
H 3.283 0.177 4.338
H 3.495 1.853 6.129
```

## Properties
Total charge: +1
Orbital gap, eV: 6.88
LUMO, eV: -4.4



# 10
Below is an isolated ion of composition CH7N4O and charge +1 at a distorted geometry, with properties calculated with wB97M-V/def2-TZVPD.

```
13
CH7N4O, DFT wB97M-V/def2-TZVPD
N 0.984 -1.149 -0.550
N -0.364 -0.747 -0.486
C -0.612 0.466 0.068
N 0.650 1.150 0.387
N -1.674 1.089 0.326
O -2.961 0.386 -0.066
H 1.262 -1.396 -1.501
H 1.171 -1.952 0.051
H -1.134 -1.353 -0.739
H 0.725 1.372 1.384
H 0.746 2.026 -0.139
H 1.328 0.368 0.063
H -3.634 0.976 0.298
```

## Properties
Total charge: +1
Orbital gap, eV: 10.35
Energy above the lowest of the compared OMol25 structures with the same formula, charge and spin, kcal per mole: 23.8
SMILES string: NN/C([NH3+])=N\O
LUMO, eV: -3.5



# 11
Below is one molecule with the formula C5H7NOS at a distorted geometry, with properties calculated with wB97M-V/def2-TZVPD.

```
15
C5H7NOS, DFT wB97M-V/def2-TZVPD
C 0.484 -0.377 -1.321
C 0.353 -1.383 -2.296
C -0.366 -0.774 0.928
C -1.049 -1.423 1.817
C 0.233 1.316 0.389
N 0.074 -0.071 -0.084
O 0.214 -3.072 -4.228
S -0.519 -2.710 -2.990
H 0.892 0.574 -1.615
H 0.902 -1.097 -3.149
H -2.132 -1.656 1.742
H -0.615 -1.707 2.803
H 0.685 1.864 -0.455
H -0.809 1.679 0.543
H 0.769 1.360 1.390
```

## Properties
Orbital gap (alpha / beta), eV: 7.35 / 6.30
Energy above the lowest of the compared OMol25 structures with the same formula, charge and spin, kcal per mole: 145.3
LUMO (alpha / beta), eV: 0.0 / -0.6



# 12
Below is an isolated ion of composition C7H12Cl2N and charge +1 at a distorted geometry, with properties calculated with wB97M-V/def2-TZVPD.

```
22
C7H12Cl2N, DFT wB97M-V/def2-TZVPD
C 3.322 0.400 -0.552
C 1.798 -0.271 -0.435
Cl 2.111 -2.057 0.102
C 0.934 0.470 0.763
Cl 1.402 2.255 1.019
C -0.692 0.289 0.628
C -1.262 -1.263 0.421
C -2.707 -0.856 -0.238
C -2.659 0.753 -0.571
N -1.500 1.359 -0.095
H 3.974 -0.331 -1.227
H 3.310 1.499 -0.958
H 3.851 0.374 0.516
H 1.250 -0.229 -1.494
H 1.245 -0.091 1.770
H -1.036 0.482 1.755
H -1.476 -1.780 1.476
H -0.695 -1.936 -0.355
H -2.614 -1.339 -1.325
H -3.699 -1.328 0.169
H -3.565 1.213 -1.155
H -1.293 2.386 -0.215
```

## Properties
Total charge: +1
Orbital gap, eV: 8.69
SMILES string: C[C@@H](Cl)[C@@H](Cl)[C@@H]1CCC=[NH+]1
LUMO, eV: -5.2



Quick rundown of energy, same order as above: -4916.28915 -841.62355 -615.68948 -1371.12705 -2514.21970 -430.60538 -502.10518 -2004.93035 -1812.25492 -336.22004 -722.68658 -1248.66775 hartree